1.
ORCA calculation (ωB97M-V with the def2-TZVPD basis set) on a molecular structure, C61H57B5N5O44Y2.

Last column: Löwdin charge in e.
Atoms and positions in Å:
1 Y -1.580 -0.995 -5.508  1.934
2 Y 3.986 4.384 0.575  2.005
3 O 1.159 2.563 -7.168  0.206
4 O 0.579 4.313 8.445  0.206
5 O -0.478 3.181 -3.733  0.278
6 O 1.964 -2.945 4.783  -0.130
7 O 2.829 2.328 0.188  0.005
8 O 2.818 3.654 2.466  -0.037
9 O 4.631 1.724 -4.541  0.272
10 O 1.932 6.369 -3.278  0.213
11 O 6.349 -0.910 -2.173  0.180
12 O -1.642 -1.002 -3.182  -0.013
13 O 0.552 -4.000 -2.323  0.168
14 O 4.241 -1.608 -2.418  0.227
15 O 0.062 4.124 -1.529  0.286
16 O 5.746 -5.026 2.010  -0.133
17 O 2.863 -0.208 1.577  0.210
18 O 2.131 4.635 -0.988  0.022
19 O 0.157 2.448 2.181  0.176
20 O -2.158 4.340 -2.619  0.268
21 O 3.218 3.047 -3.245  0.273
22 O 2.452 3.198 4.610  0.293
23 O 6.851 -2.922 -4.205  0.210
24 O 2.808 2.877 -5.648  0.278
25 O 0.824 3.932 6.237  0.242
26 O 2.669 -2.149 -4.288  0.293
27 O -1.661 1.453 -4.466  0.060
28 O -4.212 4.829 2.427  -0.118
29 O -2.325 -4.701 1.309  -0.134
30 O 4.528 3.351 -1.466  -0.025
31 O 0.477 -2.180 -4.600  0.003
32 O 2.247 1.041 -4.297  0.282
33 O 0.989 1.449 -0.736  0.293
34 O -0.168 5.542 -3.377  0.275
35 O 1.524 1.717 6.369  0.224
36 O 1.016 -0.582 0.407  0.270
37 O -3.820 2.915 -3.098  0.193
38 O 2.763 -3.559 -2.444  0.260
39 O 1.370 1.469 8.599  0.201
40 O 0.255 2.403 4.420  0.268
41 O 0.072 -0.500 -1.859  0.300
42 O -3.157 0.288 -1.057  0.170
43 O 0.465 0.370 -5.483  0.003
44 O 6.445 1.964 -3.211  0.222
45 O -1.136 0.450 -0.097  0.265
46 O 4.692 -3.382 -3.862  0.248
47 N -2.807 -2.968 -4.768  -0.060
48 N 5.266 2.601 1.638  -0.058
49 N -7.306 0.489 0.981  0.067
50 N -4.548 -1.402 4.031  0.069
51 N -3.763 -0.066 -5.331  -0.089
52 C 1.140 4.813 -1.643  -0.352
53 C -3.994 -5.287 -3.709  -0.004
54 C -4.337 3.565 1.771  -0.178
55 C 5.542 -1.609 -2.665  -0.410
56 C -4.755 -4.332 -4.364  -0.026
57 C 3.200 -1.432 6.157  -0.155
58 C 2.781 -2.897 5.972  -0.167
59 C 4.316 2.908 -2.590  -0.302
60 C -2.347 -0.048 2.979  -0.070
61 C -0.612 -3.430 2.329  -0.134
62 C 5.820 -2.716 -3.689  -0.406
63 C 4.420 -5.229 0.126  -0.155
64 C 6.510 1.829 3.546  -0.023
65 C 5.151 -3.739 1.839  -0.183
66 C -2.466 4.742 0.863  -0.158
67 C -2.092 -3.920 -4.155  -0.120
68 C -6.457 1.900 -0.761  -0.101
69 C -4.500 0.345 -6.383  -0.132
70 C -2.125 -3.522 2.086  -0.200
71 C 1.812 -1.639 4.270  -0.229
72 C -7.486 2.802 -0.563  -0.083
73 C 1.268 2.126 7.624  -0.360
74 C -6.458 0.737 -5.102  0.001
75 C 1.758 2.298 -6.188  -0.389
76 C -2.300 -0.650 4.219  -0.068
77 C -3.035 3.323 0.997  -0.149
78 C -2.632 -5.053 -3.586  -0.010
79 C 6.894 0.683 2.865  -0.006
80 C 6.365 0.470 1.608  -0.006
81 C -1.988 0.117 -1.024  -0.385
82 C -2.931 5.375 2.170  -0.202
83 C 5.696 -5.708 0.764  -0.211
84 C -1.182 -0.536 -2.151  -0.301
85 C -0.154 -3.895 0.948  -0.166
86 C -3.409 -1.312 4.715  -0.148
87 C 2.065 0.121 0.790  -0.377
88 C 5.745 2.753 2.876  -0.144
89 C -4.599 -0.803 2.846  -0.148
90 C -4.401 -0.013 -4.152  -0.133
91 C 1.477 -2.496 -4.006  -0.370
92 C -3.518 -0.184 2.252  -0.086
93 C -2.696 3.263 -3.146  -0.382
94 C -5.802 0.781 -6.331  -0.027
95 C 1.037 5.716 -2.882  -0.398
96 C 2.133 3.227 3.389  -0.331
97 C 0.704 2.618 3.226  -0.376
98 C -1.167 -4.953 0.520  -0.193
99 C 1.500 -3.438 -2.768  -0.368
100 C 1.412 1.095 -5.286  -0.343
101 C -1.574 2.499 -3.873  -0.326
102 C 4.472 -3.737 0.451  -0.163
103 C -6.373 0.791 0.068  -0.152
104 C 2.028 1.442 0.020  -0.333
105 C -8.337 1.318 1.086  -0.139
106 C -8.489 2.461 0.318  -0.066
107 C 0.825 3.604 7.537  -0.371
108 C -4.128 -3.216 -4.869  -0.129
109 C 3.048 -0.880 4.741  -0.168
110 C 5.306 2.092 -3.467  -0.380
111 C 5.547 1.430 1.058  -0.109
112 C -5.736 0.314 -3.998  -0.007
113 B 3.602 -2.645 -3.226  -0.871
114 B 3.237 2.152 -4.462  -0.799
115 B 0.247 0.187 -0.556  -0.846
116 B -0.701 4.305 -2.788  -0.831
117 B 1.262 2.800 5.456  -0.865
118 H -5.802 -4.438 -4.613  0.121
119 H 6.863 2.060 4.540  0.123
120 H -4.736 -2.480 -5.381  0.103
121 H -4.417 -6.216 -3.347  0.128
122 H 3.507 -3.236 0.421  0.100
123 H 5.747 -6.788 0.917  0.122
124 H -7.452 3.806 -0.968  0.113
125 H 6.615 -5.486 0.202  0.124
126 H -2.863 5.201 -0.044  0.112
127 H 7.427 -0.109 3.376  0.129
128 H 3.870 -1.173 4.093  0.102
129 H -5.521 -0.904 2.281  0.086
130 H 2.226 -3.280 6.826  0.118
131 H -1.418 -4.806 -0.533  0.091
132 H -2.413 -2.668 1.448  0.107
133 H -1.383 4.678 0.781  0.093
134 H 1.782 -1.556 3.182  0.089
135 H -0.842 -5.972 0.732  0.122
136 H -0.412 -4.128 3.143  0.126
137 H -5.568 0.067 0.046  0.085
138 H -2.253 5.121 2.996  0.120
139 H -2.988 6.460 2.060  0.119
140 H -3.448 -1.747 5.705  0.109
141 H -3.834 -0.173 -3.242  0.097
142 H 5.420 3.598 3.481  0.116
143 H -2.390 2.736 1.652  0.090
144 H -5.237 3.578 1.148  0.102
145 H -3.169 2.831 0.035  0.094
146 H 4.172 -1.275 6.624  0.112
147 H -1.507 0.490 2.558  0.087
148 H 4.370 -3.655 2.591  0.112
149 H -4.499 2.767 2.505  0.116
150 H -6.127 0.397 -2.993  0.104
151 H -7.479 1.076 -4.979  0.127
152 H -9.116 1.021 1.780  0.110
153 H 2.498 -0.928 6.828  0.105
154 H 3.662 -3.501 5.739  0.117
155 H 3.526 -5.599 0.630  0.120
156 H -9.279 3.177 0.503  0.107
157 H -6.295 1.092 -7.240  0.120
158 H 5.225 1.297 0.038  0.112
159 H 5.130 -3.179 -0.227  0.100
160 H 4.379 -5.402 -0.948  0.112
161 H 2.945 0.206 4.762  0.095
162 H -3.565 0.224 1.249  0.068
163 H -2.749 -3.468 2.973  0.114
164 H -4.028 0.336 -7.366  0.117
165 H -1.394 -0.549 4.808  0.094
166 H -5.564 2.106 -1.345  0.081
167 H 6.566 -0.423 1.040  0.120
168 H -0.317 -2.413 2.564  0.087
169 H -1.992 -5.693 -2.995  0.123
170 H -1.027 -3.764 -4.031  0.082
171 H 0.897 -4.174 0.858  0.109
172 H -0.259 -3.050 0.255  0.090
173 H 5.914 -2.959 1.895  0.104
174 H 0.894 -1.151 4.635  0.113

* total energy: -6145.0207 hartree
* total charge: +1
* gap between HOMO and LUMO: 5.1 eV
* E_HOMO: -10.44 eV

---

2.
ORCA calculation (ωB97M-V with the def2-TZVPD basis set) on a molecular structure, C61H87BClCrN5O3.

Last column: Löwdin charge in e.
Atoms and positions in Å:
1 Cr -0.029 0.629 0.824  0.805
2 Cl 3.907 4.859 -3.076  0.694
3 O -2.707 -0.513 0.954  0.117
4 O -1.385 -1.827 2.264  0.156
5 O -1.772 -0.539 -4.272  -0.019
6 N -2.480 1.623 -2.517  0.175
7 N -0.946 1.399 -0.912  0.021
8 N -1.240 1.681 -3.040  -0.079
9 N 1.380 -0.246 1.968  0.045
10 N 0.459 -0.955 -0.319  0.015
11 C 0.127 4.262 -1.139  -0.046
12 C 2.749 1.264 -4.353  -0.050
13 C -5.166 -4.713 3.827  -0.559
14 C -2.056 0.507 -6.471  -0.512
15 C 2.006 -1.312 1.420  -0.159
16 C -4.836 -1.718 1.426  0.030
17 C 2.642 5.257 2.931  -0.032
18 C -0.086 3.407 1.319  -0.143
19 C -2.102 3.160 4.952  -0.030
20 C 2.989 -2.024 2.090  0.075
21 C -1.900 -0.725 -7.374  -0.039
22 C 3.331 2.273 -3.603  -0.104
23 C -1.032 2.494 1.919  -0.140
24 C -1.158 0.368 -5.198  -0.395
25 C -0.135 5.862 0.811  -0.042
26 C 5.593 -1.471 4.529  -0.032
27 C 3.418 2.922 2.634  -0.054
28 C -2.679 -2.305 2.317  -0.188
29 C 1.959 2.871 -5.936  -0.039
30 C -1.721 1.752 -7.311  -0.032
31 C -3.531 0.621 -6.041  -0.029
32 C 1.510 -1.693 0.095  -0.152
33 C 3.193 -4.908 -2.160  -0.052
34 C -3.483 -1.506 1.520  -0.199
35 C -4.569 -3.576 2.998  -0.165
36 C 2.033 -2.728 -0.669  0.078
37 C -0.166 -1.372 -1.437  -0.064
38 C 3.209 3.589 -4.026  -0.668
39 C 2.035 1.547 -5.516  -0.249
40 C -0.614 2.214 3.262  -0.222
41 C 2.452 3.991 2.077  -0.517
42 C 3.775 -2.949 5.439  -0.031
43 C 5.015 -3.602 3.374  -0.058
44 C 3.399 -1.657 3.364  -0.125
45 C 2.539 3.894 -5.198  -0.085
46 C 2.916 4.239 0.638  -0.056
47 C -2.271 1.457 -1.237  -0.168
48 C 0.644 2.794 3.397  -0.092
49 C 4.442 -2.419 4.158  -0.555
50 C -4.743 -6.050 3.200  -0.043
51 C 1.027 3.453 2.207  -0.130
52 C -5.358 -2.770 2.176  -0.016
53 C 2.074 -4.101 -2.824  -0.550
54 C -3.191 -3.338 3.064  0.067
55 C -2.663 0.917 4.043  -0.026
56 C 2.668 -3.321 -4.013  -0.026
57 C -0.336 1.541 -2.081  -0.147
58 C -0.716 1.178 5.569  -0.040
59 C -0.492 4.461 0.271  -0.484
60 C 2.766 -0.536 3.901  0.035
61 C 0.294 -2.396 -2.226  0.027
62 C -1.505 1.834 4.431  -0.534
63 C -1.036 1.751 -4.469  -0.009
64 C 1.339 0.431 -6.257  -0.117
65 C -6.696 -4.658 3.873  -0.067
66 C 1.001 -5.071 -3.336  -0.034
67 C -4.646 -4.638 5.271  -0.050
68 C 1.784 0.117 3.195  -0.079
69 C -2.022 4.525 0.120  -0.052
70 C 0.241 -0.257 -5.423  -0.114
71 C 1.464 -3.081 -1.883  -0.125
72 B -1.421 -0.696 1.463  -0.536
73 H -3.656 -6.130 3.140  0.080
74 H -5.188 -5.348 5.898  0.085
75 H 3.343 2.831 3.718  0.082
76 H -2.282 5.339 -0.560  0.093
77 H 2.468 4.921 -5.529  0.112
78 H -3.067 1.327 -0.528  0.130
79 H -2.304 -0.095 3.852  0.076
80 H 1.892 -2.768 -4.548  0.072
81 H -1.768 2.456 -4.849  0.124
82 H -1.313 3.885 5.152  0.088
83 H 6.086 -1.091 3.633  0.094
84 H 0.963 0.784 -7.215  0.099
85 H -0.932 -0.737 -7.877  0.089
86 H 3.421 -2.884 1.604  0.103
87 H 3.886 2.047 -2.702  0.107
88 H -4.117 1.038 -6.860  0.095
89 H -3.585 -4.883 5.338  0.074
90 H 3.211 1.946 2.187  0.070
91 H 4.017 -4.267 -1.843  0.086
92 H -7.045 -3.690 4.237  0.092
93 H -0.228 0.259 5.235  0.079
94 H -2.076 2.446 1.634  0.102
95 H 0.510 5.204 -1.538  0.090
96 H 2.901 -3.255 -0.306  0.106
97 H 0.947 3.547 -1.122  0.049
98 H 3.704 5.502 3.005  0.087
99 H -0.274 -2.634 -3.113  0.114
100 H 0.929 6.059 0.832  0.052
101 H -2.675 -0.702 -8.141  0.097
102 H 0.226 -4.558 -3.905  0.076
103 H 0.066 -1.254 -5.833  0.109
104 H 2.939 -3.606 5.194  0.095
105 H -2.776 3.589 4.207  0.089
106 H -0.596 6.618 0.171  0.089
107 H 0.528 -5.600 -2.507  0.098
108 H -2.538 -3.936 3.685  0.127
109 H -1.078 -0.867 -1.719  0.115
110 H 3.021 -0.165 4.884  0.128
111 H 0.729 1.586 -2.249  0.145
112 H 0.041 1.853 5.971  0.083
113 H 4.449 3.194 2.396  0.089
114 H -0.041 2.149 -4.632  0.117
115 H -2.494 4.735 1.081  0.094
116 H -1.396 0.918 6.383  0.090
117 H 5.520 -3.269 2.465  0.091
118 H 4.238 -4.322 3.109  0.090
119 H -3.652 1.262 -5.167  0.082
120 H -7.137 -4.851 2.894  0.083
121 H 6.330 -2.011 5.124  0.093
122 H -5.148 -6.144 2.190  0.089
123 H -0.531 5.981 1.820  0.101
124 H -2.445 3.613 -0.288  0.047
125 H -3.185 1.285 3.159  0.088
126 H -3.388 0.864 4.858  0.097
127 H 5.243 -0.621 5.115  0.082
128 H 0.638 -0.406 -4.414  0.098
129 H -0.656 1.857 -7.507  0.064
130 H 1.255 2.732 4.288  0.114
131 H 3.403 -2.136 6.062  0.084
132 H -2.013 -1.665 -6.827  0.088
133 H -2.227 1.666 -8.273  0.096
134 H -3.962 -0.352 -5.797  0.088
135 H 2.126 6.120 2.513  0.070
136 H 1.461 -5.808 -3.995  0.093
137 H 1.273 0.974 3.606  0.068
138 H 4.500 -3.519 6.021  0.092
139 H 3.425 -2.614 -3.668  0.091
140 H -2.076 2.673 -6.848  0.087
141 H -2.265 -1.199 -4.771  0.094
142 H 2.937 3.297 0.082  0.078
143 H 3.592 -5.622 -2.879  0.093
144 H -5.117 -6.885 3.795  0.088
145 H -7.064 -5.426 4.553  0.086
146 H 1.431 3.112 -6.851  0.118
147 H 2.857 0.234 -4.028  0.112
148 H -4.794 -3.638 5.681  0.094
149 H 2.822 -5.467 -1.299  0.097
150 H -5.466 -1.083 0.816  0.124
151 H -6.421 -2.950 2.111  0.103
152 H -0.624 3.899 -1.845  0.065
153 H 3.139 -4.016 -4.708  0.095
154 H 2.297 4.939 0.089  0.050
155 H 5.747 -4.120 3.992  0.092
156 H 2.080 -0.342 -6.481  0.125
157 H -2.664 2.989 5.874  0.086
158 H 2.256 5.098 3.939  0.086
159 H 3.931 4.642 0.653  0.090

* 2S+1: 4
* ΔE to the lowest compared entry with this formula, charge and spin: 1.390 eV
* total energy: -4405.5591 hartree
* total charge: +1
* gap between HOMO and LUMO (alpha / beta): 5.7 / 5.6 eV
* E_HOMO (alpha / beta): -8.82 / -8.97 eV